This record from the OMol25 dataset describes a structure of composition C44H52BrGeN2O3Ru. The level of theory is ωB97M-V/def2-TZVPD.

The spin multiplicity is 5. Its expectation value of S² is 6.019. The calculation puts the frontier orbital gap (alpha / beta) at 6.31 / 6.74 eV. The molar mass is 910.495 g/mol. Its HOMO energy (alpha / beta) is -3.93 / -4.64 eV. Its net charge is -1.

```
104
C44H52BrGeN2O3Ru (ωB97M-V/def2-TZVPD)
Ru 1.57 1.60 -0.25
C -3.24 2.57 6.11
C -2.05 1.60 6.22
C -1.00 2.21 7.15
C -2.55 0.30 6.85
C -1.46 1.37 4.83
C -0.91 2.45 4.13
C -0.41 2.25 2.86
Br 0.32 3.75 1.93
C -0.42 1.01 2.18
O 0.00 0.90 0.96
C -0.93 -0.09 2.91
C -1.44 0.14 4.19
C -0.97 -1.54 2.38
C -0.22 -2.45 3.37
C -2.44 -1.99 2.29
C -0.34 -1.76 1.00
H -3.67 2.77 7.10
H -4.02 2.15 5.47
H -2.93 3.52 5.68
H -1.42 2.39 8.15
H -0.63 3.16 6.77
H -0.14 1.54 7.26
H -2.96 0.51 7.85
H -1.74 -0.42 6.97
H -3.34 -0.16 6.26
H -0.88 3.44 4.55
H -1.85 -0.71 4.72
H -0.67 -2.43 4.37
H 0.82 -2.14 3.46
H -0.24 -3.48 3.01
H -2.95 -1.94 3.25
H -2.49 -3.02 1.93
H -2.98 -1.36 1.58
H 0.72 -1.48 0.98
H -0.83 -1.19 0.22
H -0.41 -2.83 0.77
C 4.00 1.32 3.50
C 5.27 1.59 3.03
C 5.46 1.79 1.67
C 4.37 1.70 0.80
N 3.15 1.43 1.28
C 2.96 1.25 2.59
C 4.45 1.95 -0.65
C 5.66 1.96 -1.33
C 5.70 2.18 -2.70
C 4.51 2.40 -3.38
C 3.30 2.39 -2.70
C 3.23 2.15 -1.33
H 3.80 1.17 4.56
H 6.11 1.67 3.71
H 6.44 2.03 1.28
H 1.95 1.04 2.91
H 6.59 1.76 -0.80
H 6.64 2.17 -3.23
H 4.53 2.57 -4.45
H 2.38 2.54 -3.26
C -2.23 1.45 -1.33
Ge -0.98 2.46 -2.45
C -0.59 1.63 -4.17
C -1.91 4.13 -2.94
C 0.55 2.92 -1.39
H -3.19 1.27 -1.82
H -2.40 2.06 -0.44
H -1.78 0.51 -1.02
H -1.51 1.34 -4.67
H 0.06 0.76 -4.07
H -0.09 2.38 -4.79
H -2.83 3.90 -3.50
H -1.28 4.76 -3.57
H -2.19 4.70 -2.05
H 0.94 3.94 -1.47
C -5.11 -2.74 -3.75
C -3.71 -3.27 -3.53
C -3.53 -4.62 -3.26
C -2.25 -5.13 -3.05
C -1.15 -4.29 -3.10
C -1.32 -2.94 -3.38
N -0.25 -2.03 -3.43
C 1.09 -2.40 -3.60
C 1.46 -3.35 -4.57
C 2.79 -3.64 -4.79
C 3.79 -3.00 -4.06
C 3.43 -2.07 -3.10
C 2.09 -1.78 -2.85
C 1.76 -0.78 -1.78
O 2.59 -0.59 -0.86
O 0.67 -0.13 -1.86
C -2.60 -2.42 -3.61
C -2.73 -0.96 -3.94
H -5.85 -3.51 -3.49
H -5.28 -2.45 -4.79
H -5.31 -1.87 -3.13
H -4.39 -5.27 -3.20
H -2.12 -6.18 -2.83
H -0.16 -4.68 -2.90
H -0.34 -1.20 -2.85
H 0.68 -3.83 -5.15
H 3.05 -4.37 -5.55
H 4.83 -3.21 -4.25
H 4.17 -1.57 -2.50
H -2.02 -0.70 -4.74
H -2.48 -0.31 -3.09
H -3.74 -0.70 -4.27
```

***

This record from the OMol25 dataset describes a structure of composition C22H34CuN3O5Si3. The level of theory is ωB97M-V/def2-TZVPD.

The spin multiplicity is 2. Its expectation value of S² is 0.753. The calculation puts the frontier orbital gap (alpha / beta) at 6.89 / 7.17 eV. The molar mass is 568.334 g/mol. Its HOMO energy (alpha / beta) is -4.98 / -5.23 eV. Its net charge is -1.

```
68
C22H34CuN3O5Si3 (ωB97M-V/def2-TZVPD)
Cu 0.93 -0.35 1.01
O 3.93 -1.89 3.07
C 2.98 -1.26 2.64
O 2.10 -1.72 1.81
C 2.74 0.23 3.03
O 3.41 0.77 3.89
O 1.78 0.79 2.37
C -0.29 2.85 2.71
Si 0.10 2.74 0.87
C 1.89 3.22 0.55
C -0.88 4.24 0.20
C -0.34 1.11 0.05
Si -2.14 0.72 0.19
C -3.31 2.02 -0.55
C -2.68 0.57 2.00
C -2.78 -0.83 -0.72
Si 0.28 1.10 -1.67
C -0.37 -0.26 -2.81
C 0.09 2.66 -2.72
C 2.15 0.74 -1.62
C 3.14 1.33 -2.41
C 4.46 0.94 -2.24
C 4.77 -0.02 -1.30
C 3.74 -0.57 -0.55
N 2.47 -0.20 -0.71
H 0.23 3.72 3.12
H 0.05 1.97 3.25
H -1.36 3.00 2.88
H 2.12 4.11 1.14
H 2.08 3.47 -0.50
H 2.57 2.43 0.86
H -0.29 5.14 0.43
H -1.83 4.35 0.71
H -1.07 4.23 -0.87
H -3.27 2.98 -0.05
H -4.34 1.64 -0.49
H -3.09 2.18 -1.61
H -3.02 1.54 2.37
H -1.86 0.26 2.65
H -3.50 -0.14 2.11
H -3.29 -0.53 -1.63
H -3.53 -1.33 -0.08
H -2.03 -1.57 -0.99
H -1.43 -0.12 -3.05
H -0.25 -1.26 -2.38
H 0.19 -0.23 -3.74
H -0.97 2.91 -2.85
H 0.50 2.48 -3.72
H 0.59 3.53 -2.30
H 2.88 2.09 -3.13
H 5.25 1.40 -2.83
H 5.79 -0.34 -1.13
H 3.92 -1.33 0.20
N -3.03 -6.22 0.36
C -1.75 -6.03 -0.05
O -1.10 -6.90 -0.60
C -1.18 -4.67 0.21
C -0.13 -4.22 -0.57
C 0.36 -2.94 -0.36
N -0.14 -2.13 0.57
C -1.10 -2.58 1.36
C -1.65 -3.84 1.22
H -3.47 -7.09 0.08
H -3.63 -5.44 0.55
H 0.28 -4.86 -1.34
H 1.19 -2.55 -0.94
H -1.45 -1.90 2.12
H -2.42 -4.16 1.91
```

***

This record from the OMol25 dataset describes the molecule C4H8N2O in a non-equilibrium geometry. The level of theory is ωB97M-V/def2-TZVPD.

The spin multiplicity is 1. The calculation puts the frontier orbital gap at 10.22 eV. As for the SMILES: C[C@@]1(C(N)=O)CN1. The molar mass is 100.121 g/mol. Its HOMO energy is -9.40 eV.

```
15
C4H8N2O (ωB97M-V/def2-TZVPD)
C 1.09 0.83 0.82
C 0.04 -0.07 0.21
C -0.48 0.28 -1.15
N 0.18 -0.22 -2.22
O -1.45 1.00 -1.20
C -0.05 -1.39 0.82
N -1.13 -0.29 1.00
H 1.16 0.61 1.90
H 2.07 0.66 0.37
H 0.79 1.87 0.69
H 0.83 -0.97 -2.08
H -0.27 -0.11 -3.12
H -0.47 -2.25 0.30
H 0.81 -1.68 1.45
H -1.22 0.49 1.67
```

***

Which total energy belongs to each record? In order, -184736.7350, -106353.1628, -9303.9935 eV.
Which energy relative to the best compared isomer or geometry (same formula, charge and spin) belongs to each record? In order, 1.121, 0.133, 2.400 eV.